The following is a DFT calculation (ωB97M-V/def2-TZVPD) of a structure of composition C3H3BrClI at a distorted geometry.

ORCA input file:
```
! RIJCOSX wB97M-V def2-TZVPD def2/J DEFGRID3
* xyz 0 3
C 0.9218 0.6401 0.2198
C -2.3801 0.3127 -0.4579
C 1.4487 -0.7777 0.2409
Cl -0.4445 0.3792 -1.3183
Br -3.2996 1.7818 -0.7988
I -0.9681 0.7443 1.4735
H 0.6517 -1.4599 0.0975
H 2.0090 -0.8217 1.1874
H 2.0609 -0.7987 -0.6440
*
```

Results
* ⟨S²⟩: 2.024
* F_max: 3.229 eV/Å
* ΔE to the lowest compared entry with this formula, charge and spin: 3.8769 eV

---

The following is a DFT calculation (ωB97M-V/def2-TZVPD) of a cluster of 3 separate species, CN4O3 in total at a distorted geometry.

ORCA input file:
```
! RIJCOSX wB97M-V def2-TZVPD def2/J DEFGRID3
* xyz -2 1
C 2.5921 -4.6448 -4.6404
N 3.0784 -4.3019 -5.6355
N 0.8414 -4.9876 -1.7483
N 1.3690 -4.6976 -0.8025
N -2.9893 7.6790 5.3293
O 2.0653 -4.9966 -3.6182
O -3.3416 7.5123 6.5512
O -3.6154 8.4372 4.5644
*
```

Results
* F_max: 4.826 eV/Å
* ΔE to the lowest compared entry with this formula, charge and spin: 0.3261 eV

---

The following is a DFT calculation (ωB97M-V/def2-TZVPD) of a cluster of 3 separate species, C15H42B3F3N6O6P2 in total at a distorted geometry.

ORCA input file:
```
! RIJCOSX wB97M-V def2-TZVPD def2/J DEFGRID3
* xyz 0 1
O 2.1457 3.5302 -0.4428
C 2.1125 3.2635 -1.9164
C 0.8089 2.3922 -2.3945
B -0.6429 2.9626 -1.8751
O -0.8694 4.0577 -0.9115
B -1.6675 5.0593 -1.7039
O -2.8649 4.6451 -2.5054
B -2.4304 3.4502 -3.3099
O -1.8600 2.3276 -2.4845
C 2.3128 4.6981 -2.6848
F 1.6729 5.8581 -1.9858
F 3.7968 4.9761 -2.6651
F 1.8595 4.7235 -4.0962
H 1.7018 2.7761 0.0522
H 3.0728 2.6071 -2.1830
H 0.7817 2.4525 -3.5860
H 0.9205 1.2410 -2.1120
H -1.2609 6.1863 -1.6860
H -2.5249 3.4104 -4.4906
C -3.2347 2.2585 2.2971
N -1.9789 1.5346 2.1166
C -1.9903 0.9060 0.7913
P -1.0720 0.6699 3.3100
O 0.2641 1.0111 2.6059
N -0.7199 1.7724 4.6068
C -1.4851 2.9843 4.8833
C 0.7007 2.0715 4.8640
N -2.6080 0.2776 4.1194
C -2.4671 -0.1227 5.5432
C -3.2661 -0.8895 3.4917
H -4.0933 1.5972 2.4555
H -3.4636 2.8665 1.4125
H -3.2062 2.9770 3.1099
H -2.6659 0.0474 0.7473
H -0.9970 0.5545 0.5115
H -2.2936 1.6114 0.0106
H -1.3528 3.7314 4.0972
H -1.1647 3.4383 5.8302
H -2.5415 2.7694 5.0312
H 1.0915 2.7934 4.1363
H 1.3085 1.1613 4.8224
H 0.8479 2.4882 5.8648
H -1.7524 -0.9459 5.6531
H -3.4316 -0.4377 5.9596
H -2.1451 0.6961 6.1913
H -2.5957 -1.7541 3.4644
H -3.5912 -0.6787 2.4725
H -4.1787 -1.1710 4.0310
C 1.3927 -4.7931 -0.3023
N 1.0301 -3.4405 -0.7181
C -0.2185 -3.0659 -0.0455
P 1.2503 -2.7138 -2.2730
O 1.4477 -1.3146 -1.6403
N 2.9389 -2.8196 -2.6709
C 3.8603 -3.7887 -2.0852
C 3.6693 -1.5492 -2.8334
N 1.0234 -4.3224 -3.0005
C 1.5509 -4.4510 -4.3834
C -0.4119 -4.6532 -3.1418
H 0.7516 -5.5645 -0.7423
H 1.3126 -4.8996 0.7870
H 2.4254 -5.0486 -0.5164
H -1.0845 -3.5878 -0.4617
H -0.4092 -1.9961 -0.1326
H -0.1814 -3.2811 1.0275
H 4.0341 -3.5885 -1.0255
H 4.8330 -3.7560 -2.5934
H 3.5155 -4.8107 -2.2286
H 3.9201 -1.1093 -1.8602
H 3.0798 -0.8269 -3.4080
H 4.6006 -1.6904 -3.3896
H 1.1419 -3.6717 -5.0361
H 1.3023 -5.4308 -4.8087
H 2.6413 -4.4004 -4.4352
H -0.9421 -3.8800 -3.7063
H -0.9043 -4.7669 -2.1755
H -0.5517 -5.6153 -3.6494
*
```

Results
* F_max: 9.325 eV/Å
* calculated total energy: -66218.315 eV
* SMILES: O[C@@H](CB1OBOBO1)C(F)(F)F.CN(C)P(=O)(N(C)C)N(C)C.CN(C)P(=O)(N(C)C)N(C)C

---

The following is a DFT calculation (ωB97M-V/def2-TZVPD) of the molecule C6H11N at a distorted geometry.

ORCA input file:
```
! RIJCOSX wB97M-V def2-TZVPD def2/J DEFGRID3
* xyz 0 1
C 0.3554 0.1220 2.7336
N -0.4804 -0.1455 1.7477
C -0.5257 0.5203 0.4967
C -0.0477 1.7820 0.3065
C -0.7819 -0.2614 -0.8206
C 0.5129 -1.0231 -1.0991
C 0.6584 -0.8786 -2.6698
H 0.2007 -0.4067 3.6472
H 1.1326 0.8622 2.8752
H 0.4016 2.3338 1.0593
H -0.2826 2.4280 -0.5923
H -0.9755 0.5645 -1.5556
H -1.7456 -0.8782 -0.8122
H 0.4141 -2.0303 -0.6583
H 1.3872 -0.6050 -0.5067
H 0.7092 0.0592 -2.9690
H 1.2293 -1.6815 -3.1738
H -0.1366 -1.1959 -3.2321
*
```

Results
* F_max: 6.439 eV/Å
* ΔE to the lowest compared entry with this formula, charge and spin: 3.3624 eV
* SMILES: C=NC(=C)CCC

---

The following is a DFT calculation (ωB97M-V/def2-TZVPD) of a structure of composition C39H33BaBrN7O6 at a distorted geometry.

ORCA input file:
```
! RIJCOSX wB97M-V def2-TZVPD def2/J DEFGRID3
* xyz 1 1
Ba -0.8164 -0.1569 -0.6252
C -1.7859 2.0395 2.0544
N -1.9391 0.6025 1.8220
C -3.3476 0.2738 1.5780
C -3.9442 0.9422 0.3615
C -5.2743 1.3425 0.3597
C -5.8116 1.8851 -0.7958
C -5.0028 2.0215 -1.9132
C -3.6826 1.6123 -1.8179
N -3.1664 1.0943 -0.7099
C -1.4027 -0.1733 2.9473
C -0.1443 -0.9857 2.7127
C 0.6893 -1.2690 3.7924
C 1.7280 -2.1656 3.6231
C 1.9088 -2.7556 2.3829
C 1.0561 -2.3906 1.3571
N 0.0583 -1.5241 1.5141
C -0.3498 2.4760 2.0325
C 0.2671 2.9876 3.1630
C 1.5822 3.4194 3.0757
C 2.2266 3.3312 1.8550
C 1.5288 2.8001 0.7773
N 0.2747 2.3754 0.8555
H -2.2608 2.3304 3.0031
H -2.3019 2.5674 1.2496
H -3.9656 0.5228 2.4537
H -3.4086 -0.8066 1.4232
H -5.8788 1.2237 1.2480
H -6.8463 2.1984 -0.8219
H -5.3804 2.4364 -2.8357
H -3.0127 1.6942 -2.6655
H -2.1647 -0.8910 3.2695
H -1.2286 0.4841 3.8058
H 0.5094 -0.8038 4.7526
H 2.3830 -2.4080 4.4474
H 2.6964 -3.4735 2.2102
H 1.1729 -2.8092 0.3650
H -0.2776 3.0517 4.0946
H 2.0875 3.8230 3.9420
H 3.2475 3.6595 1.7318
H 2.0063 2.7045 -0.1910
C 0.6336 -0.2770 -4.2863
O 1.1105 -0.1600 -2.9447
C 2.4415 0.0628 -2.7777
C 3.3581 0.2402 -3.7998
C 4.6959 0.4818 -3.4878
Br 5.9314 0.7247 -4.8976
C 5.1248 0.5662 -2.1829
C 4.2047 0.3918 -1.1436
C 2.8713 0.1192 -1.4415
O 1.9464 -0.0799 -0.4786
C 4.5615 0.5405 0.2585
N 3.6667 0.4738 1.2226
C 4.3514 0.7222 2.3923
C 3.8944 0.8038 3.7054
C 4.8215 1.0810 4.6871
C 6.1758 1.2775 4.3830
C 6.6452 1.2103 3.0865
C 5.7087 0.9318 2.0996
N 5.8102 0.8116 0.7290
H 1.1438 -1.0910 -4.8058
H 0.7772 0.6605 -4.8289
H -0.4231 -0.5088 -4.1948
H 3.0572 0.1985 -4.8340
H 6.1634 0.7785 -1.9809
H 2.4106 0.0290 0.4014
H 2.8486 0.6591 3.9332
H 4.5034 1.1508 5.7178
H 6.8678 1.4906 5.1848
H 7.6885 1.3680 2.8564
H 6.6472 0.9083 0.1830
O -1.8839 -1.1299 -2.5919
C -2.5981 -1.8918 -1.8929
O -2.4550 -2.0171 -0.6549
C -3.6956 -2.6631 -2.5735
C -4.4495 -3.5860 -1.8569
C -5.4726 -4.2898 -2.4712
C -5.7609 -4.0746 -3.8088
C -5.0009 -3.1478 -4.5069
C -3.9686 -2.4384 -3.9178
N -5.3070 -2.9095 -5.9236
O -6.2033 -3.5617 -6.4178
O -4.6597 -2.0595 -6.5010
H -4.2176 -3.7423 -0.8134
H -6.0508 -5.0087 -1.9091
H -6.5523 -4.6060 -4.3141
H -3.3920 -1.7265 -4.4866
*
```

Results
* F_max: 2.404 eV/Å
* ΔE to the lowest compared entry with this formula, charge and spin: 0.2808 eV

---

The following is a DFT calculation (ωB97M-V/def2-TZVPD) of a cluster of 2 separate species, C21H14F6O2S in total at a distorted geometry.

ORCA input file:
```
! RIJCOSX wB97M-V def2-TZVPD def2/J DEFGRID3
* xyz 0 1
F 3.3940 -3.9077 0.6333
C 2.4929 -3.1752 1.3760
C 1.8151 -3.8163 2.4075
C 0.9415 -3.0215 3.1471
F 0.3032 -3.6104 4.2167
C 0.6682 -1.7086 2.8269
C 1.2668 -1.1001 1.6749
C 0.8247 0.1842 1.2672
C 1.4736 1.0383 0.3176
C 1.5183 2.4473 0.5578
C 2.1561 3.3074 -0.3219
C 2.7342 2.8156 -1.5022
C 2.6657 1.4461 -1.7458
F 3.2000 0.9558 -2.9163
C 2.0704 0.5450 -0.8739
C 2.2976 -1.8445 1.0324
H 1.9894 -4.8615 2.6419
H -0.0007 -1.1223 3.4518
H 0.0269 0.6225 1.8864
H 1.0796 2.8176 1.4877
H 2.2112 4.3749 -0.0955
H 3.2473 3.4705 -2.1944
H 2.0345 -0.5137 -1.1276
H 2.9291 -1.3734 0.2809
F -2.2546 -3.9976 0.8338
C -1.9069 -3.1362 -0.1440
F -0.5796 -3.2958 -0.4061
F -2.5946 -3.4353 -1.2646
S -2.2964 -1.3913 0.4491
C -1.3208 -0.4080 -0.5843
C -1.8443 0.8300 -1.0860
C -1.3185 1.4075 -2.2813
C -1.7209 2.6738 -2.7082
C -2.6841 3.3841 -1.9799
C -3.2984 2.7868 -0.8716
C -2.9150 1.5204 -0.4540
O -3.7055 -1.2311 0.1429
O -1.8748 -1.3562 1.8407
H -0.6350 -1.0021 -1.1879
H -0.5981 0.8221 -2.8580
H -1.2716 3.1130 -3.6034
H -2.9769 4.3886 -2.2896
H -4.0851 3.3131 -0.3309
H -3.4583 1.0444 0.3549
*
```

Results
* F_max: 2.140 eV/Å
* calculated total energy: -53235.628 eV

---

The following is a DFT calculation (ωB97M-V/def2-TZVPD) of a structure of composition C10H15N3O3S2 at a distorted geometry.

ORCA input file:
```
! RIJCOSX wB97M-V def2-TZVPD def2/J DEFGRID3
* xyz 0 1
C -1.0289 6.4951 -0.5964
H -0.4658 6.2865 -1.6044
O -0.9642 5.1615 0.1414
C 0.2167 4.7757 0.5020
C 1.2658 4.3457 -0.7632
H 1.4436 5.2793 -1.2265
H 1.8459 3.9867 -0.1538
S 0.5536 3.2348 -1.7447
C 0.4570 1.8626 -0.7398
N 0.8132 1.6993 0.4382
N 0.7176 0.6241 1.2267
C 0.2029 -0.1947 0.3138
N -0.1707 -1.6314 0.4221
C -0.8194 -2.4779 -0.1163
O -1.0440 -2.1674 -1.4001
C -1.1636 -3.7701 0.4229
C -0.8911 -5.0144 -0.7404
H -0.5712 -4.4929 -1.5859
C 0.4427 -5.8874 0.1102
H -0.1525 -6.6101 0.6383
C 1.0237 -4.7592 0.9866
H 1.5551 -3.9999 0.6691
H 1.4056 -5.2548 2.0142
O -0.3062 -3.9797 1.6130
H 1.3681 -6.1289 -0.6307
H -1.6586 -5.6466 -0.7588
H -2.1288 -3.8840 0.6315
H 0.1583 -1.9381 1.6922
S -0.4812 0.4003 -1.3104
H 0.6215 5.5635 1.1527
H 0.0438 3.9689 1.2462
H -0.3065 7.3171 -0.1134
H -1.9825 6.8364 -0.7364
*
```

Results
* F_max: 17.875 eV/Å
* ΔE to the lowest compared entry with this formula, charge and spin: 11.5299 eV

---

The following is a DFT calculation (ωB97M-V/def2-TZVPD) of a structure of composition C10H6Cl2LuN2O3Rh at a distorted geometry.

ORCA input file:
```
! RIJCOSX wB97M-V def2-TZVPD def2/J DEFGRID3
* xyz 4 5
Rh -0.3018 -1.2035 -6.4967
Lu -0.6638 -0.6174 -0.9347
Cl -0.9092 0.3921 -4.8997
Cl 0.9758 -1.1931 -2.4906
C -1.1603 -2.2047 0.7587
C -0.7219 -0.1239 -7.9163
C 0.2171 -2.5808 -7.5643
O -1.4324 -2.8545 1.6802
O -0.9776 0.4959 -8.8700
O 0.5140 -3.4694 -8.2681
N -0.6001 2.2207 1.8364
C -0.6329 1.4767 0.7301
N -0.0731 0.2685 0.9731
C 0.3334 0.2536 2.3279
C 0.9111 -0.7575 3.0770
C 1.2374 -0.4072 4.3967
C 0.9639 0.8774 4.9185
C 0.3157 1.8646 4.1505
C 0.0171 1.4958 2.8534
H -0.9964 3.1562 1.9449
H -1.1404 1.7462 -0.2078
H 1.0482 -1.7123 2.5552
H 1.7423 -1.1201 5.0401
H 1.2696 1.1154 5.9393
H 0.0641 2.8814 4.4658
*
```

Results
* ⟨S²⟩: 6.037
* F_max: 11.062 eV/Å
* ΔE to the lowest compared entry with this formula, charge and spin: 0.2648 eV

---

The following is a DFT calculation (ωB97M-V/def2-TZVPD) of a cluster of 2 separate species, C22H24BrN2O4 in total at a distorted geometry.

ORCA input file:
```
! RIJCOSX wB97M-V def2-TZVPD def2/J DEFGRID3
* xyz -1 1
C 1.4910 4.0315 -2.8134
C 0.9485 2.7207 -3.3939
C 0.6587 1.6629 -2.3470
Br 2.4239 0.9948 -1.6563
C -0.2252 0.4734 -2.7705
N -1.3929 0.2564 -1.8868
C -2.0306 1.3700 -1.1961
C -2.6387 2.3878 -2.1496
C -3.8791 1.8545 -2.8591
N -4.5781 2.8296 -3.7007
C -0.5864 0.5603 -4.3015
O -1.4771 1.3810 -4.6058
O 0.1972 -0.0796 -5.0384
H 1.5207 4.0068 -1.7205
H 2.5077 4.2356 -3.1541
H 0.8710 4.8804 -3.1100
H 1.6543 2.2981 -4.1123
H 0.0140 2.8753 -3.9404
H 0.2775 2.1317 -1.4426
H 0.3683 -0.4327 -2.6763
H -1.1248 -0.4264 -1.1896
H -2.8389 0.9324 -0.5961
H -1.3721 1.8822 -0.4735
H -1.9116 2.6647 -2.9201
H -2.9049 3.2929 -1.5848
H -4.5907 1.4870 -2.1082
H -3.5860 1.0136 -3.4873
H -3.9254 3.1988 -4.3850
H -4.8804 3.6145 -3.1319
C 3.7218 0.0277 1.8333
C 4.5205 -0.5976 2.7839
C 4.0033 -1.6144 3.5698
C 2.6798 -2.0078 3.4113
C 1.8753 -1.3698 2.4628
C 2.4008 -0.3554 1.6727
C 0.4470 -1.7526 2.2783
O -0.2588 -1.2080 1.4591
C -0.0929 -2.8393 3.1522
C -1.4280 -3.2024 3.0205
C -1.9508 -4.2102 3.8123
C -1.1425 -4.8620 4.7380
C 0.1874 -4.5033 4.8735
C 0.7170 -3.4894 4.0831
C 2.1520 -3.1139 4.2559
O 2.8554 -3.6937 5.0578
H 4.1245 0.8124 1.2057
H 5.5522 -0.2939 2.9077
H 4.6120 -2.1183 4.3082
H 1.7821 0.1221 0.9274
H -2.0369 -2.6866 2.2904
H -2.9907 -4.4918 3.7080
H -1.5530 -5.6523 5.3533
H 0.8330 -4.9975 5.5865
*
```

Results
* F_max: 1.107 eV/Å
* calculated total energy: -104418.465 eV

---

The following is a DFT calculation (ωB97M-V/def2-TZVPD) of the molecule C5H7NO.

ORCA input file:
```
! RIJCOSX wB97M-V def2-TZVPD def2/J DEFGRID3
* xyz 0 1
H -2.7443 1.6482 0.4213
N -1.9183 1.0543 0.4194
C -1.7596 0.4205 -0.6754
C -0.5549 -0.4047 -0.8559
C 0.4856 -0.2604 -0.0204
C 1.7272 -1.1055 -0.0117
C 0.4944 0.8179 1.0294
O 0.7610 0.6095 2.1910
H -2.4766 0.4714 -1.5049
H -0.5356 -1.1253 -1.6720
H 1.8865 -1.6244 -0.9608
H 1.6433 -1.8530 0.7864
H 2.6035 -0.4910 0.2230
H 0.3878 1.8426 0.6305
*
```

Results
* F_max: 0.506 eV/Å
* ΔE to the lowest compared entry with this formula, charge and spin: 1.5934 eV
* SMILES: [H]/N=C/C=C(/C)C=O